Entry 1:
{
  "formula": "C22H14BF4MnN6Se3",
  "method": "ωB97M-V/def2-TZVPD",
  "largest_force_ev_per_a": 0.4,
  "total_energy_ha": -9955.071132,
  "multiplicity": 6,
  "charge": 1,
  "species": ["Mn", "Se", "N", "C", "C", "C", "C", "C", "N", "C", "C", "N", "C", "C", "C", "C", "C", "N", "H", "H", "H", "H", "H", "H", "Se", "Se", "C", "C", "C", "C", "C", "N", "C", "C", "C", "C", "C", "N", "H", "H", "H", "H", "H", "H", "H", "H", "F", "B", "F", "F", "F"],
  "xyz": [[-0.781, -0.437, -0.877], [4.946, -1.022, 4.254], [4.898, -0.804, 2.488], [3.641, -0.722, 2.150], [3.182, -0.543, 0.773], [4.066, -0.503, -0.306], [3.565, -0.344, -1.576], [2.190, -0.224, -1.736], [1.342, -0.255, -0.718], [1.818, -0.424, 0.528], [0.835, -0.485, 1.633], [-0.470, -0.334, 1.329], [-1.364, -0.399, 2.303], [-1.030, -0.644, 3.630], [0.297, -0.801, 3.952], [1.255, -0.703, 2.943], [2.686, -0.814, 3.221], [3.174, -0.973, 4.421], [5.126, -0.603, -0.118], [4.213, -0.327, -2.440], [1.754, -0.122, -2.721], [-2.398, -0.250, 2.015], [-1.807, -0.713, 4.378], [0.620, -0.997, 4.966], [-1.601, 1.712, -2.433], [-3.088, 1.624, -0.539], [-3.785, -0.124, -0.913], [-5.137, -0.374, -1.024], [-5.533, -1.657, -1.390], [-4.569, -2.617, -1.639], [-3.232, -2.287, -1.482], [-2.848, -1.062, -1.106], [-0.348, 2.949, -1.624], [-0.192, 4.218, -2.153], [0.718, 5.064, -1.530], [1.408, 4.607, -0.422], [1.172, 3.311, 0.021], [0.310, 2.491, -0.570], [-5.853, 0.416, -0.849], [-6.583, -1.891, -1.500], [-4.836, -3.614, -1.958], [-2.451, -3.020, -1.641], [-0.762, 4.533, -3.015], [0.875, 6.065, -1.906], [2.116, 5.237, 0.097], [1.698, 2.912, 0.882], [1.555, -3.154, -1.632], [0.191, -3.082, -1.566], [-0.227, -2.655, -0.255], [-0.482, -4.206, -1.945], [-0.273, -1.955, -2.400]],
  "forces_ev_per_angstrom": [[0.1, -0.3, 0.2], [0.0, 0.0, 0.0], [0.0, 0.0, 0.1], [-0.1, 0.0, -0.1], [0.1, 0.0, 0.1], [0.0, 0.0, 0.0], [0.0, 0.0, 0.0], [-0.1, 0.0, 0.0], [0.4, -0.1, 0.1], [-0.2, 0.1, 0.1], [0.1, 0.0, -0.1], [0.3, 0.0, -0.1], [-0.2, 0.0, 0.0], [0.0, 0.0, 0.0], [0.0, 0.0, 0.0], [0.1, 0.0, 0.1], [-0.1, 0.0, -0.1], [0.1, 0.0, 0.0], [0.0, 0.0, 0.0], [0.0, 0.0, 0.0], [0.0, 0.0, 0.0], [0.0, -0.1, 0.0], [0.0, 0.0, 0.0], [0.0, 0.0, 0.0], [-0.3, 0.1, 0.1], [0.0, 0.4, -0.1], [0.3, -0.2, -0.2], [0.0, 0.1, 0.0], [0.0, 0.0, 0.0], [0.0, 0.0, 0.0], [0.0, -0.1, 0.1], [-0.3, -0.2, -0.1], [0.0, -0.1, 0.2], [-0.1, 0.0, -0.1], [0.0, 0.0, 0.0], [0.0, -0.1, 0.0], [0.0, 0.1, 0.0], [-0.1, 0.0, 0.1], [0.0, 0.0, -0.1], [0.0, 0.0, 0.0], [0.0, 0.0, 0.0], [0.0, 0.0, 0.0], [0.0, 0.0, 0.0], [0.0, 0.0, 0.0], [0.0, 0.0, 0.0], [0.0, 0.0, 0.0], [-0.1, 0.0, 0.0], [0.1, 0.0, 0.0], [-0.1, 0.1, 0.0], [0.0, 0.0, 0.0], [0.0, 0.2, -0.1]]
}

Entry 2:
{
  "formula": "C57H49F9GeN5O3PRuS3",
  "method": "ωB97M-V/def2-TZVPD",
  "largest_force_ev_per_a": 2.8,
  "total_energy_ha": -7306.557947,
  "multiplicity": 2,
  "charge": 3,
  "species": ["Ru", "O", "S", "C", "C", "C", "C", "S", "O", "C", "C", "C", "C", "C", "C", "C", "C", "C", "C", "C", "C", "H", "H", "H", "H", "H", "H", "H", "H", "H", "H", "H", "H", "H", "H", "H", "H", "H", "H", "C", "C", "C", "C", "C", "C", "Ge", "C", "C", "C", "C", "C", "C", "C", "C", "C", "C", "C", "C", "H", "H", "H", "H", "H", "H", "H", "H", "H", "H", "H", "H", "H", "H", "H", "F", "C", "F", "F", "C", "C", "C", "C", "C", "C", "P", "C", "C", "C", "C", "C", "C", "C", "F", "F", "F", "C", "C", "C", "C", "C", "C", "C", "F", "F", "F", "H", "H", "H", "H", "H", "H", "H", "H", "H", "H", "H", "H", "N", "C", "N", "N", "C", "N", "H", "H", "H", "H", "O", "S", "N"],
  "xyz": [[-0.712, -0.363, 0.560], [-2.211, 1.109, 0.026], [-2.973, 2.191, -0.759], [-4.667, 1.629, -0.869], [-4.750, 0.109, -0.905], [-4.792, -0.495, 0.489], [-4.944, -2.008, 0.423], [-3.347, -2.881, 0.389], [-2.228, -1.853, 0.119], [-3.276, -3.441, 2.051], [-3.025, -2.571, 3.107], [-2.981, -3.088, 4.390], [-3.203, -4.448, 4.607], [-3.464, -5.299, 3.544], [-3.494, -4.796, 2.248], [-2.526, 1.959, -2.453], [-1.824, 0.841, -2.870], [-1.531, 0.703, -4.221], [-1.940, 1.673, -5.125], [-2.631, 2.799, -4.686], [-2.923, 2.952, -3.341], [-5.054, 2.113, -1.766], [-5.188, 2.056, -0.010], [-3.903, -0.294, -1.469], [-5.653, -0.176, -1.448], [-5.635, -0.079, 1.044], [-3.886, -0.229, 1.036], [-5.453, -2.319, -0.490], [-5.486, -2.423, 1.270], [-2.851, -1.517, 2.925], [-2.781, -2.435, 5.230], [-3.174, -4.844, 5.614], [-3.633, -6.353, 3.716], [-3.686, -5.454, 1.409], [-1.512, 0.088, -2.155], [-0.987, -0.171, -4.569], [-1.722, 1.553, -6.178], [-2.939, 3.559, -5.392], [-3.444, 3.836, -2.992], [-2.149, 5.470, 1.373], [-1.646, 5.617, 0.089], [-0.615, 4.794, -0.352], [-0.084, 3.822, 0.499], [-0.606, 3.675, 1.790], [-1.638, 4.492, 2.218], [1.574, 3.070, -0.009], [2.899, 3.616, 1.315], [2.653, 4.661, 2.177], [3.430, 4.805, 3.333], [4.439, 3.922, 3.644], [4.725, 2.892, 2.763], [3.948, 2.730, 1.608], [2.068, 3.297, -1.818], [1.199, 2.928, -2.847], [1.540, 3.176, -4.169], [2.742, 3.805, -4.469], [3.609, 4.185, -3.453], [3.273, 3.934, -2.129], [-2.936, 6.126, 1.723], [-2.040, 6.384, -0.565], [-0.220, 4.934, -1.351], [-0.188, 2.941, 2.469], [-2.030, 4.386, 3.221], [1.838, 5.352, 2.002], [3.223, 5.624, 4.011], [5.014, 4.055, 4.550], [5.565, 2.230, 2.937], [4.408, 2.178, 0.784], [0.250, 2.454, -2.624], [0.866, 2.892, -4.968], [3.001, 4.013, -5.499], [4.540, 4.680, -3.692], [3.957, 4.242, -1.344], [0.189, -7.623, 2.778], [1.040, -7.435, 1.758], [2.280, -7.615, 2.223], [0.802, -8.377, 0.843], [0.889, -6.050, 1.168], [0.295, -5.047, 1.912], [0.179, -3.773, 1.372], [0.663, -3.513, 0.100], [1.275, -4.525, -0.644], [1.385, -5.795, -0.107], [0.588, -1.833, -0.522], [2.246, -1.171, -0.302], [3.242, -1.839, 0.349], [4.556, -1.328, 0.381], [4.863, -0.163, -0.388], [3.881, 0.558, -0.968], [2.444, 0.238, -0.704], [6.311, 0.239, -0.527], [6.443, 1.399, -1.174], [6.850, 0.386, 0.693], [7.013, -0.690, -1.175], [0.317, -1.871, -2.307], [-0.943, -2.182, -2.830], [-1.106, -2.325, -4.197], [-0.024, -2.140, -5.048], [1.229, -1.841, -4.541], [1.401, -1.714, -3.171], [-0.249, -2.188, -6.544], [0.884, -2.409, -7.207], [-1.125, -3.138, -6.869], [-0.747, -1.011, -6.958], [-0.082, -5.254, 2.903], [-0.271, -2.984, 1.956], [1.656, -4.333, -1.641], [1.851, -6.589, -0.676], [3.062, -2.820, 0.768], [5.340, -1.864, 0.897], [4.110, 1.412, -1.588], [1.856, 0.506, -1.581], [-1.785, -2.317, -2.168], [-2.077, -2.573, -4.607], [2.071, -1.720, -5.209], [2.393, -1.514, -2.785], [-0.169, 0.234, 7.072], [-0.603, 0.246, 5.815], [-1.754, 0.878, 5.539], [0.141, -0.368, 4.911], [-0.135, -0.475, 3.665], [-0.267, -0.691, 2.532], [-0.672, 0.673, 7.823], [0.702, -0.229, 7.273], [-2.321, 1.288, 6.262], [-2.135, 0.842, 4.610], [1.570, 1.396, 2.866], [2.466, 0.916, 1.854], [1.803, 1.104, 0.397]],
  "forces_ev_per_angstrom": [[0.2, 0.4, 0.5], [0.0, 0.1, -0.3], [0.6, 0.2, 0.4], [-0.2, -0.2, 0.1], [-0.1, 0.1, -0.2], [-0.1, 0.0, 0.1], [0.0, 0.2, 0.0], [0.3, -0.3, -0.4], [-0.5, 0.1, 0.3], [0.2, 0.1, 0.2], [0.0, -0.1, 0.1], [0.0, 0.0, 0.0], [0.0, 0.0, 0.0], [0.0, 0.0, 0.0], [0.0, 0.0, 0.1], [0.1, 0.0, -0.2], [-0.1, 0.2, 0.0], [0.2, 0.0, -0.1], [-0.1, 0.1, 0.1], [0.0, -0.1, 0.0], [0.1, 0.0, -0.1], [0.0, -0.1, 0.0], [0.0, 0.0, 0.0], [0.0, 0.0, 0.0], [0.0, 0.0, 0.0], [0.0, -0.1, 0.0], [-0.1, 0.0, 0.0], [0.0, 0.0, 0.0], [0.0, 0.0, 0.0], [0.0, 0.0, 0.0], [0.0, 0.0, 0.0], [0.0, 0.0, 0.0], [0.0, 0.0, 0.0], [0.0, 0.0, 0.0], [-0.1, 0.1, -0.1], [-0.2, 0.7, 0.1], [0.0, 0.0, 0.0], [0.0, 0.0, 0.0], [0.0, 0.0, 0.0], [-0.1, 0.0, -0.1], [0.0, 0.0, 0.0], [-0.1, 0.0, 0.1], [-0.6, 0.1, 0.2], [0.0, 0.0, -0.1], [0.0, -0.1, 0.0], [0.5, 0.0, 0.1], [-0.4, 0.3, 0.1], [-0.1, -0.1, 0.0], [-0.4, 0.5, 0.0], [0.4, -0.5, 0.1], [0.2, 0.0, 0.2], [0.9, 0.1, -0.4], [0.1, 0.1, -0.5], [0.1, 0.0, -0.1], [0.0, 0.0, 0.0], [0.0, 0.0, 0.0], [0.0, 0.0, 0.1], [0.0, 0.0, -0.1], [0.0, 0.0, 0.0], [0.0, 0.0, 0.0], [0.1, 0.0, 0.0], [0.0, 0.0, 0.0], [0.0, 0.0, 0.0], [0.0, 0.0, 0.0], [0.0, 0.0, 0.0], [0.0, 0.0, 0.0], [0.0, 0.0, 0.0], [-0.3, -0.2, 0.3], [-0.1, 0.0, 0.0], [0.0, 0.0, 0.0], [0.0, 0.0, 0.0], [0.0, 0.0, 0.0], [0.0, 0.0, 0.0], [0.0, 0.0, 0.0], [-0.1, 0.0, 0.0], [0.1, 0.0, 0.0], [0.0, 0.0, 0.0], [0.0, 0.0, 0.0], [-0.1, 0.1, 0.0], [0.0, -0.1, 0.2], [-0.2, 0.0, -0.1], [-0.1, 0.0, -0.1], [0.0, 0.0, 0.0], [1.8, -0.1, 0.0], [-2.6, -0.3, -0.9], [2.6, -0.2, 1.0], [-1.5, -0.7, 0.1], [-0.4, 0.1, 0.0], [0.2, 0.1, 0.3], [0.1, 0.2, -0.3], [0.0, -0.2, -0.1], [0.0, 0.1, 0.0], [0.1, 0.1, 0.2], [0.0, 0.0, 0.0], [-0.1, -0.1, -0.1], [0.2, -0.2, -0.1], [0.0, -0.4, 0.1], [0.1, -0.2, -0.1], [0.0, 0.0, 0.0], [0.0, 0.0, -0.1], [0.2, -0.3, 0.2], [0.0, 0.0, 0.0], [-0.1, 0.0, 0.0], [-0.1, 0.2, -0.1], [0.0, 0.0, 0.0], [-0.1, 0.0, 0.0], [0.0, 0.0, 0.0], [0.0, 0.0, 0.0], [0.0, 0.0, 0.1], [0.0, -0.1, -0.1], [0.0, 0.1, 0.0], [-0.2, 0.0, -0.1], [-0.1, 0.0, 0.0], [0.0, 0.0, 0.0], [0.0, 0.0, 0.0], [0.0, 0.0, 0.0], [0.1, 0.0, -0.1], [-0.1, 0.1, 0.2], [0.0, -0.1, -0.1], [0.2, -0.2, -0.2], [-0.1, -0.2, 0.5], [-0.4, -0.1, -1.1], [0.0, 0.0, 0.0], [0.0, 0.0, 0.0], [0.0, 0.0, 0.0], [0.0, 0.0, 0.0], [-0.1, 0.5, 0.2], [0.5, -0.4, -0.1], [-0.1, 0.7, 0.1]]
}

Entry 3:
{
  "formula": "C26H17NO7PRu",
  "method": "ωB97M-V/def2-TZVPD",
  "largest_force_ev_per_a": 5.7,
  "total_energy_ha": -2018.301141,
  "multiplicity": 5,
  "charge": 1,
  "species": ["Ru", "O", "C", "C", "C", "N", "C", "C", "C", "O", "O", "C", "O", "O", "H", "H", "H", "O", "C", "O", "C", "C", "C", "C", "C", "C", "P", "C", "C", "C", "C", "C", "C", "C", "C", "C", "C", "C", "C", "H", "H", "H", "H", "H", "H", "H", "H", "H", "H", "H", "H", "H", "H"],
  "xyz": [[-12.998, -11.469, -1.075], [-18.966, -9.656, -0.513], [-17.635, -10.095, -0.874], [-16.748, -9.340, -1.547], [-15.435, -9.829, -1.571], [-15.029, -11.000, -0.985], [-15.906, -11.686, -0.260], [-17.273, -11.352, -0.263], [-15.337, -12.892, 0.380], [-15.987, -13.473, 1.235], [-14.056, -13.057, -0.046], [-14.394, -9.182, -2.332], [-14.582, -8.116, -2.902], [-13.230, -9.760, -2.271], [-19.159, -8.954, -1.172], [-16.927, -8.462, -2.185], [-17.929, -12.029, 0.159], [-9.455, -12.228, -3.278], [-10.257, -11.568, -2.587], [-11.531, -11.842, -2.412], [-9.729, -10.368, -1.745], [-8.604, -9.709, -2.371], [-8.041, -8.618, -1.742], [-8.535, -8.108, -0.574], [-9.525, -8.747, 0.078], [-10.142, -9.935, -0.487], [-11.514, -10.688, 0.321], [-11.991, -9.399, 1.457], [-11.645, -9.606, 2.789], [-12.145, -8.655, 3.729], [-12.796, -7.503, 3.293], [-13.171, -7.333, 1.993], [-12.650, -8.212, 1.039], [-10.835, -12.134, 1.210], [-9.654, -12.731, 0.751], [-9.307, -14.024, 1.059], [-10.004, -14.642, 2.117], [-11.147, -14.033, 2.625], [-11.573, -12.784, 2.158], [-8.202, -10.126, -3.344], [-7.198, -8.057, -2.155], [-8.191, -7.167, -0.122], [-9.958, -8.357, 0.973], [-11.053, -10.466, 3.131], [-11.946, -8.870, 4.785], [-13.236, -6.781, 3.975], [-13.686, -6.473, 1.665], [-12.860, -8.159, -0.058], [-9.026, -12.135, 0.042], [-8.594, -14.558, 0.508], [-9.662, -15.550, 2.574], [-11.979, -14.597, 3.120], [-12.491, -12.338, 2.552]],
  "forces_ev_per_angstrom": [[-0.9, -2.3, -2.1], [3.0, -0.5, -2.3], [-4.1, -1.8, 3.6], [2.4, 0.5, -1.5], [-1.5, -2.0, 0.6], [-1.8, 3.0, -0.5], [-2.4, 0.2, -1.2], [2.9, 2.3, -1.3], [0.4, -0.2, 1.0], [1.7, 0.2, -1.5], [-0.4, 0.2, 0.7], [1.0, 2.9, -1.2], [-0.1, -1.1, 0.4], [0.7, -0.6, 0.4], [-0.3, -0.3, 0.7], [-0.2, -0.3, 0.7], [-1.5, -0.8, 1.0], [-2.7, 2.0, 1.8], [2.6, -1.2, -0.4], [-0.5, -0.2, 0.8], [1.9, 0.2, -1.7], [-0.6, -1.2, -0.1], [1.1, 0.3, -1.4], [0.1, 1.1, 1.2], [-2.1, -2.0, -0.2], [0.7, 1.3, -1.5], [3.6, 0.9, 2.8], [-0.7, 0.2, 0.3], [-1.1, 1.0, 1.3], [1.3, -0.8, -0.4], [-1.1, -0.6, 1.5], [2.0, -0.8, -2.0], [-0.9, -1.5, -0.8], [0.2, 0.7, -0.6], [0.6, 1.1, -2.2], [-1.2, 0.4, 1.9], [-0.3, 0.6, -0.3], [-1.8, -0.1, -0.2], [-0.8, -0.8, 0.8], [-0.6, 0.6, 1.4], [-0.3, -0.5, -0.3], [0.2, -0.6, -0.4], [0.1, 0.2, 0.4], [-0.5, 0.5, -0.2], [-0.1, 0.5, -0.4], [0.4, -0.2, 0.4], [-0.6, 0.8, -0.2], [0.1, 0.4, 1.1], [-0.6, -0.9, 0.5], [1.3, -0.4, -0.4], [-0.1, -0.6, -0.4], [1.5, 0.4, 0.4], [0.1, -0.4, -0.3]]
}

Entry 4:
{
  "formula": "C16H44BrN4O4",
  "method": "ωB97M-V/def2-TZVPD",
  "largest_force_ev_per_a": 1.3,
  "total_energy_ha": -3729.116346,
  "multiplicity": 1,
  "charge": 3,
  "species": ["Br", "C", "C", "O", "N", "H", "H", "C", "H", "H", "H", "H", "H", "H", "C", "C", "O", "N", "H", "H", "C", "H", "H", "H", "H", "H", "H", "C", "N", "C", "C", "C", "C", "O", "H", "H", "H", "H", "H", "H", "H", "H", "H", "H", "H", "H", "H", "H", "C", "N", "C", "C", "C", "C", "O", "H", "H", "H", "H", "H", "H", "H", "H", "H", "H", "H", "H", "H", "H"],
  "xyz": [[-0.018, 0.287, -0.041], [3.242, 3.997, -0.713], [2.110, 4.110, 0.260], [1.444, 5.069, 0.425], [1.733, 2.849, 0.998], [1.234, 2.206, 0.339], [2.577, 2.385, 1.339], [0.789, 3.104, 2.148], [4.092, 3.426, -0.334], [3.600, 5.012, -0.879], [2.912, 3.610, -1.675], [1.057, 4.030, 2.637], [0.768, 2.210, 2.763], [-0.205, 3.165, 1.709], [-2.791, -2.534, -2.152], [-3.744, -1.659, -1.421], [-4.805, -1.879, -0.965], [-3.237, -0.193, -1.295], [-3.860, 0.246, -0.613], [-2.321, -0.277, -0.823], [-3.229, 0.600, -2.550], [-2.867, -3.550, -1.776], [-1.766, -2.227, -1.903], [-2.939, -2.432, -3.223], [-2.830, 0.028, -3.377], [-2.589, 1.463, -2.366], [-4.233, 0.979, -2.713], [-0.575, 0.057, 6.519], [-1.869, -0.684, 6.354], [-2.029, -1.520, 7.586], [-3.014, 0.261, 6.294], [-1.801, -1.601, 5.189], [-2.082, -0.993, 3.846], [-1.081, -0.019, 3.513], [-0.399, 0.662, 5.635], [0.206, -0.684, 6.649], [-0.678, 0.704, 7.385], [-1.311, -2.336, 7.562], [-3.044, -1.905, 7.653], [-1.833, -0.913, 8.466], [-3.949, -0.286, 6.291], [-2.879, 0.934, 5.452], [-2.948, 0.885, 7.185], [-2.489, -2.435, 5.348], [-0.824, -2.088, 5.173], [-3.086, -0.557, 3.783], [-2.065, -1.758, 3.063], [-1.180, 0.251, 2.588], [2.061, -0.075, -6.302], [3.030, -0.869, -5.476], [3.191, -2.255, -5.995], [4.368, -0.184, -5.519], [2.596, -0.940, -4.017], [1.096, -1.163, -3.785], [0.943, -1.878, -2.572], [2.563, 0.271, -7.196], [1.673, 0.734, -5.692], [1.238, -0.750, -6.523], [3.698, -2.214, -6.965], [2.221, -2.679, -6.242], [3.810, -2.823, -5.314], [4.310, 0.757, -4.986], [4.634, -0.035, -6.562], [5.098, -0.852, -5.068], [2.976, -0.036, -3.538], [3.154, -1.737, -3.527], [0.698, -1.764, -4.600], [0.564, -0.217, -3.660], [0.884, -1.292, -1.799]],
  "forces_ev_per_angstrom": [[-0.3, 0.1, -0.1], [0.5, 0.3, 0.4], [0.1, 0.3, -0.9], [-0.2, 0.0, 0.4], [-0.2, 0.2, 0.6], [0.2, -0.3, 0.2], [-0.1, -0.1, -0.2], [-0.5, -0.5, -0.8], [-0.2, -0.2, 0.0], [-0.1, 0.0, -0.1], [-0.1, -0.2, 0.1], [0.1, -0.1, 0.2], [0.4, 0.1, 0.3], [0.1, 0.4, 0.0], [0.9, 0.2, 0.8], [-0.3, 0.2, -0.5], [-0.1, -0.1, 0.2], [-0.3, -0.8, 0.8], [-0.1, 0.0, -0.1], [0.4, 0.6, -0.4], [0.4, 0.8, 0.4], [-0.4, -0.1, -0.4], [-0.1, 0.1, -0.3], [-0.1, -0.3, -0.1], [-0.1, -0.2, 0.0], [0.0, -0.1, -0.1], [-0.1, -0.3, -0.3], [-0.3, 0.3, -0.3], [0.2, -0.2, 0.8], [0.0, -0.2, 0.4], [0.4, 0.7, 0.3], [0.1, -1.0, -0.8], [0.1, 0.6, -1.2], [-0.3, 0.1, 0.4], [0.0, -0.1, -0.1], [0.1, 0.1, 0.1], [0.1, -0.1, 0.1], [0.0, 0.0, -0.1], [0.0, -0.1, -0.2], [0.0, 0.1, -0.1], [-0.1, 0.0, -0.2], [-0.2, -0.2, -0.2], [-0.2, -0.2, 0.1], [-0.3, 0.3, 0.1], [0.1, 0.3, 0.2], [0.1, 0.1, 0.3], [0.0, -0.4, 0.4], [0.1, -0.2, 0.1], [-0.3, -0.7, 0.5], [0.3, 0.3, 0.7], [0.1, 0.1, -1.3], [0.1, -0.5, -0.2], [0.3, 0.4, 0.1], [0.5, 0.1, 1.1], [-0.1, -0.5, -0.2], [-0.1, 0.0, -0.1], [0.2, 0.3, -0.1], [-0.1, 0.2, -0.3], [0.1, 0.2, 0.2], [0.0, -0.2, 0.6], [-0.2, -0.2, 0.1], [0.0, 0.1, 0.0], [0.0, 0.1, 0.0], [0.0, 0.1, 0.1], [-0.4, 0.2, -0.1], [-0.1, -0.3, -0.3], [-0.3, 0.0, 0.1], [0.0, 0.0, -0.6], [0.0, 0.2, -0.2]]
}